1.
Computed, not measured: C4H9N3O as an isolated structure, with the ωB97M-V functional and the def2-TZVPD basis.

Calculated values
Relative energy (zero: lowest compared OMol25 entry of this formula, charge and spin) in kJ/mol: 317.93
Electronic energy in eV: -10809.1667
HOMO-LUMO gap in eV: 9.45

The geometry in ORCA input format:
```
! wB97M-V def2-TZVPD RIJCOSX def2/J DEFGRID3
* xyz 0 1
C 1.05 -2.18 0.56
C -0.87 1.85 0.88
C 0.61 -0.80 0.25
C 0.23 1.42 -0.04
N -0.96 -1.30 -1.45
O 1.14 0.23 0.84
N -0.29 -0.41 -0.60
N 0.89 2.04 -0.89
H -0.59 -1.19 -2.39
H -1.95 -1.05 -1.47
H 0.63 3.02 -0.98
H 2.09 -2.31 0.24
H 0.42 -2.91 0.07
H 1.02 -2.33 1.64
H -1.26 1.02 1.45
H -0.48 2.60 1.57
H -1.68 2.30 0.30
*
```

***

2.
Computed, not measured: a 14-piece molecular cluster, C57H79N5O37 overall, with the ωB97M-V functional and the def2-TZVPD basis.

Calculated values
Electronic energy in eV: -143581.8976
HOMO-LUMO gap in eV: 8.72

The geometry in ORCA input format:
```
! wB97M-V def2-TZVPD RIJCOSX def2/J DEFGRID3
* xyz 0 1
C -1.91 4.33 -2.58
O -2.02 4.27 -1.16
C -3.28 4.44 -0.72
O -4.18 4.86 -1.38
O -3.33 4.10 0.66
C -4.59 4.27 1.31
H -0.84 4.43 -2.69
H -2.51 5.18 -2.91
H -2.30 3.39 -2.95
H -5.36 3.57 0.87
H -4.87 5.32 1.18
H -4.47 3.89 2.33
C 0.20 3.41 -5.87
O -0.66 2.78 -4.93
C -1.06 1.50 -5.18
O -0.50 0.80 -5.93
O -2.01 1.13 -4.33
C -1.98 -0.30 -4.04
H 0.36 4.41 -5.38
H -0.31 3.58 -6.87
H 1.14 2.86 -6.09
H -1.06 -0.50 -3.50
H -2.12 -0.82 -4.94
H -2.80 -0.38 -3.33
C 2.85 -1.18 3.68
O 3.83 -2.19 3.25
C 4.37 -1.94 2.01
O 4.25 -0.95 1.40
O 5.12 -3.01 1.60
C 5.90 -2.71 0.41
H 3.42 -0.27 3.79
H 2.54 -1.60 4.63
H 2.09 -1.02 2.89
H 5.35 -2.82 -0.54
H 6.67 -3.44 0.36
H 6.40 -1.78 0.41
C -5.03 -3.93 -4.11
O -4.03 -4.89 -3.75
C -2.77 -4.50 -3.89
O -2.39 -3.43 -4.35
O -1.98 -5.49 -3.50
C -0.56 -5.33 -3.81
H -5.84 -4.20 -3.38
H -5.42 -4.02 -5.17
H -4.73 -2.86 -3.95
H -0.53 -4.28 -4.16
H -0.30 -6.03 -4.57
H 0.04 -5.36 -2.90
C 2.58 -1.05 -4.85
O 3.25 -2.04 -4.02
C 2.50 -2.42 -2.91
O 2.97 -3.07 -1.99
O 1.26 -1.94 -3.06
C 0.33 -2.33 -2.07
H 1.69 -1.46 -5.33
H 3.26 -0.79 -5.68
H 2.40 -0.16 -4.28
H -0.68 -2.18 -2.32
H 0.55 -1.75 -1.19
H 0.43 -3.42 -1.84
C -3.17 7.37 2.97
O -2.64 6.12 3.26
C -1.66 5.78 2.42
O -1.35 6.46 1.48
O -1.20 4.57 2.80
C 0.13 4.18 2.21
H -4.14 7.43 3.45
H -3.30 7.55 1.90
H -2.50 8.13 3.32
H 0.38 3.17 2.55
H 0.84 4.94 2.45
H -0.01 4.15 1.13
C 4.78 -0.25 -2.02
O 6.14 -0.26 -1.72
C 7.07 0.50 -2.41
O 8.25 0.44 -2.11
O 6.53 1.39 -3.26
C 7.50 2.08 -4.16
H 4.37 0.75 -2.12
H 4.27 -0.68 -1.16
H 4.69 -0.88 -2.91
H 6.90 2.59 -4.91
H 8.11 1.28 -4.66
H 8.10 2.73 -3.50
C -1.89 1.52 3.76
O -3.21 1.17 3.47
C -3.99 1.15 4.53
O -3.71 1.37 5.66
O -5.18 0.70 4.06
C -6.14 0.39 5.03
H -1.38 0.69 4.06
H -1.81 2.28 4.54
H -1.41 1.97 2.86
H -6.22 1.11 5.75
H -5.86 -0.51 5.58
H -7.04 0.33 4.46
C 1.77 0.83 -0.39
O 0.38 1.01 -0.31
C -0.29 0.29 0.61
O 0.16 -0.46 1.42
O -1.62 0.61 0.57
C -2.31 1.22 -0.49
H 1.97 1.10 -1.40
H 2.05 -0.20 -0.07
H 2.34 1.55 0.27
H -2.89 0.47 -1.05
H -1.64 1.65 -1.20
H -3.06 1.92 -0.13
C -3.61 -2.53 3.19
C -3.80 -3.12 4.43
C -2.77 -3.04 5.33
C -1.58 -2.44 5.01
C -1.35 -1.88 3.76
C -2.41 -1.90 2.91
N -0.50 -2.38 6.01
O -0.63 -3.04 7.00
O 0.39 -1.63 5.68
H -4.38 -2.69 2.41
H -4.68 -3.67 4.86
H -2.86 -3.43 6.33
H -0.39 -1.62 3.43
H -2.31 -1.41 1.94
C 0.90 6.88 -1.74
C 0.65 5.65 -1.16
C 1.31 4.58 -1.73
C 2.21 4.73 -2.75
C 2.49 5.95 -3.32
C 1.86 7.04 -2.75
N 2.80 3.51 -3.37
O 3.13 3.60 -4.55
O 2.86 2.47 -2.75
H 0.42 7.74 -1.38
H -0.02 5.55 -0.31
H 1.09 3.59 -1.26
H 3.10 5.93 -4.18
H 2.02 8.07 -3.12
C -4.85 -6.95 -1.27
C -4.07 -6.25 -0.35
C -4.52 -5.90 0.92
C -5.73 -6.48 1.25
C -6.55 -7.18 0.40
C -6.15 -7.46 -0.87
N -6.23 -6.30 2.63
O -5.70 -5.37 3.27
O -7.07 -7.10 3.10
H -4.50 -7.16 -2.26
H -3.13 -5.87 -0.75
H -3.89 -5.40 1.67
H -7.48 -7.56 0.77
H -6.76 -8.08 -1.53
C 7.71 2.64 -0.20
C 7.28 3.78 -0.84
C 6.03 4.33 -0.58
C 5.26 3.69 0.35
C 5.67 2.53 1.05
C 6.92 2.07 0.81
N 3.94 4.20 0.68
O 3.09 3.49 1.20
O 3.71 5.36 0.36
H 8.72 2.26 -0.39
H 8.04 4.31 -1.39
H 5.68 5.23 -1.03
H 4.99 2.09 1.76
H 7.28 1.21 1.40
C -0.02 -5.55 5.03
C 1.25 -4.89 4.71
C 1.33 -4.36 3.41
C 0.26 -4.45 2.63
C -0.95 -5.16 2.88
C -1.06 -5.70 4.15
N 0.26 -3.83 1.30
O -0.81 -3.82 0.67
O 1.29 -3.24 1.01
H -0.19 -5.99 6.03
H 2.11 -4.87 5.36
H 2.27 -3.81 3.10
H -1.73 -5.26 2.13
H -1.98 -6.13 4.49
*
```

***

3.
Computed, not measured: a single C4H5NOS molecule, with the ωB97M-V functional and the def2-TZVPD basis.

Calculated values
SMILES: CSc1cocn1
Relative energy (zero: lowest compared OMol25 entry of this formula, charge and spin) in kJ/mol: 140.17
Electronic energy in eV: -18600.4661
HOMO-LUMO gap in eV: 9.37

The geometry in ORCA input format:
```
! wB97M-V def2-TZVPD RIJCOSX def2/J DEFGRID3
* xyz 0 1
C -1.67 1.23 0.73
S -0.35 0.48 1.84
C 0.49 -0.27 0.36
C 1.31 -1.31 0.32
O 1.64 -1.49 -0.98
C 1.01 -0.54 -1.62
N 0.29 0.22 -0.88
H -2.69 0.79 1.02
H -1.41 1.09 -0.30
H -1.54 2.22 1.16
H 1.69 -1.98 1.01
H 1.23 -0.44 -2.66
*
```

***

4.
Computed, not measured: a 2-piece molecular cluster, C4H5NO2 overall, with the ωB97M-V functional and the def2-TZVPD basis.

Calculated values
Relative energy (zero: lowest compared OMol25 entry of this formula, charge and spin) in kJ/mol: 153.18
Electronic energy in eV: -9812.7272
HOMO-LUMO gap in eV: 9.90

The geometry in ORCA input format:
```
! wB97M-V def2-TZVPD RIJCOSX def2/J DEFGRID3
* xyz 0 1
C -0.04 -0.52 -1.48
C -0.44 -0.26 -0.06
C 0.38 -0.97 1.01
O 0.21 -0.83 2.19
C 1.14 2.01 1.35
O 0.58 2.62 2.12
N -1.38 0.50 0.35
H -0.42 -1.49 -1.82
H -0.43 0.25 -2.15
H 1.05 -0.54 -1.58
H 1.18 -1.63 0.62
H -1.85 0.94 -0.44
*
```

***

5.
Computed, not measured: a single C6H9N molecule, with the ωB97M-V functional and the def2-TZVPD basis.

Calculated values
Relative energy (zero: lowest compared OMol25 entry of this formula, charge and spin) in kJ/mol: 388.17
Electronic energy in eV: -7854.1365
HOMO-LUMO gap in eV: 8.49

The geometry in ORCA input format:
```
! wB97M-V def2-TZVPD RIJCOSX def2/J DEFGRID3
* xyz 0 1
C 1.35 -0.66 1.29
C 0.13 -0.38 0.46
C 0.12 1.01 -1.64
C -0.19 0.98 -0.16
C -1.45 0.34 0.22
N -1.87 -0.73 -0.62
C -0.85 -1.31 0.01
H 1.33 -0.23 2.30
H 2.24 -0.26 0.78
H 1.51 -1.75 1.38
H 1.20 0.93 -1.80
H -0.27 1.89 -2.15
H 0.10 1.81 0.50
H -2.06 0.57 1.09
H -0.45 0.13 -2.00
H -0.85 -2.36 0.33
*
```

***

6.
Computed, not measured: a 3-piece molecular cluster, C11H21N2O4P overall, with the ωB97M-V functional and the def2-TZVPD basis.

Calculated values
SMILES: CP(O)C(=O)OCO.CCCC#N.CCCC#N
Relative energy (zero: lowest compared OMol25 entry of this formula, charge and spin) in kJ/mol: 159.47
Electronic energy in eV: -32201.8206
HOMO-LUMO gap in eV: 8.51

The geometry in ORCA input format:
```
! wB97M-V def2-TZVPD RIJCOSX def2/J DEFGRID3
* xyz 0 1
C -1.44 -2.87 -3.85
P -1.11 -3.09 -1.96
O -1.61 -1.55 -1.25
C 0.74 -3.39 -1.59
O 1.12 -4.62 -1.15
O 1.82 -2.38 -1.70
C 1.83 -1.73 -3.02
O 1.86 -2.70 -4.13
H -2.51 -2.34 -3.91
H -1.55 -3.89 -4.43
H -0.69 -2.12 -4.36
H -0.74 -1.12 -0.99
H 0.98 -0.91 -3.15
H 2.85 -1.12 -3.08
H 2.72 -2.51 -4.63
C 2.63 -1.28 1.97
C 2.72 0.24 2.03
C 1.38 0.92 1.73
C 0.92 0.55 0.33
N 0.53 0.24 -0.83
H 2.36 -1.63 0.97
H 3.60 -1.72 2.22
H 1.89 -1.66 2.68
H 3.47 0.58 1.31
H 3.05 0.54 3.02
H 1.49 2.01 1.79
H 0.62 0.61 2.45
C -2.47 2.86 0.58
C -2.92 3.69 1.78
C -2.03 3.49 3.01
C -2.07 2.03 3.44
N -2.11 0.82 3.79
H -2.53 1.79 0.79
H -3.11 3.06 -0.28
H -1.44 3.10 0.30
H -3.96 3.44 2.02
H -2.90 4.75 1.50
H -2.38 4.12 3.83
H -0.99 3.77 2.79
*
```

***

7.
Computed, not measured: a 2-piece molecular cluster, C9H14 overall, with the ωB97M-V functional and the def2-TZVPD basis.

Calculated values
SMILES: Cc1ccccc1.CC
Relative energy (zero: lowest compared OMol25 entry of this formula, charge and spin) in kJ/mol: 193.20
Electronic energy in eV: -9558.1791
HOMO-LUMO gap in eV: 9.70

The geometry in ORCA input format:
```
! wB97M-V def2-TZVPD RIJCOSX def2/J DEFGRID3
* xyz 0 1
C -0.85 -0.34 -2.99
C -0.99 -0.05 -1.40
C -1.48 -1.06 -0.53
C -1.13 -0.93 0.80
C -1.01 0.46 1.17
C -0.70 1.49 0.29
C -0.51 1.19 -1.01
H -0.68 0.60 -3.41
H -1.74 -0.78 -3.34
H 0.02 -1.07 -2.98
H -2.01 -1.94 -0.80
H -1.19 -1.83 1.46
H -1.15 0.75 2.17
H -0.55 2.57 0.69
H -0.02 1.90 -1.69
C 2.68 -0.51 2.40
C 2.62 0.02 0.94
H 3.18 -1.53 2.53
H 3.13 0.15 3.13
H 1.61 -0.83 2.68
H 3.15 0.98 0.77
H 1.55 0.20 0.62
H 2.90 -0.79 0.21
*
```